The following is a quantum chemistry calculation of a cluster of 12 separate species, C72H168 in total in a non-equilibrium geometry, from OMol25.

```
240
C72H168 | OMol25 | ωB97M-V/def2-TZVPD
C -4.93 -0.09 1.74
C -4.49 -1.56 1.73
C -3.32 -1.90 2.65
C -2.50 -3.16 2.30
C -1.45 -3.55 3.31
C -0.81 -4.90 2.98
H -5.28 0.26 2.71
H -5.75 0.05 1.06
H -4.14 0.54 1.34
H -5.30 -2.25 1.88
H -4.17 -1.86 0.74
H -3.82 -1.91 3.61
H -2.64 -1.01 2.70
H -3.24 -4.00 2.33
H -2.11 -3.02 1.28
H -0.71 -2.79 3.37
H -1.99 -3.57 4.27
H -1.53 -5.76 3.03
H -0.45 -4.76 1.96
H 0.08 -5.20 3.50
C -3.84 1.71 -4.90
C -2.33 1.70 -4.83
C -1.78 2.91 -4.07
C -0.35 2.57 -3.61
C 0.34 3.55 -2.63
C -0.49 3.71 -1.42
H -4.17 2.74 -5.15
H -4.08 1.61 -3.88
H -4.35 0.91 -5.41
H -2.14 0.74 -4.24
H -1.82 1.53 -5.74
H -2.40 3.12 -3.17
H -1.90 3.76 -4.76
H -0.35 1.59 -3.18
H 0.30 2.49 -4.52
H 1.32 3.17 -2.28
H 0.47 4.48 -3.15
H -0.78 2.74 -0.99
H 0.03 4.27 -0.67
H -1.42 4.25 -1.70
C 1.60 -0.27 4.97
C 0.86 0.93 4.32
C -0.38 1.45 5.01
C -1.23 2.38 4.08
C -0.43 3.54 3.63
C -1.23 4.43 2.69
H 2.26 0.08 5.77
H 2.30 -0.54 4.14
H 1.03 -1.12 5.38
H 1.64 1.71 4.30
H 0.64 0.74 3.29
H -0.19 1.97 5.91
H -1.09 0.63 5.27
H -1.68 1.88 3.26
H -2.09 2.68 4.66
H 0.06 4.11 4.36
H 0.37 3.11 3.04
H -1.88 5.08 3.33
H -0.53 5.13 2.10
H -1.85 3.79 1.95
C -5.73 4.03 -0.62
C -4.99 5.23 -1.23
C -4.97 5.20 -2.75
C -4.08 6.17 -3.46
C -4.20 7.66 -2.98
C -5.53 8.31 -3.33
H -5.78 4.00 0.45
H -5.26 3.11 -0.98
H -6.75 4.11 -1.03
H -5.29 6.21 -0.81
H -3.85 5.16 -1.10
H -5.96 5.32 -3.23
H -4.71 4.16 -3.12
H -2.98 5.95 -3.38
H -4.26 6.11 -4.55
H -4.00 7.70 -1.93
H -3.48 8.33 -3.42
H -5.74 9.20 -2.70
H -5.58 8.62 -4.32
H -6.39 7.67 -3.21
C 3.30 5.12 3.19
C 4.35 4.72 2.18
C 3.88 3.58 1.33
C 4.91 3.08 0.27
C 4.34 2.95 -1.14
C 5.35 2.41 -2.09
H 2.46 5.63 2.76
H 3.76 5.75 3.91
H 2.78 4.33 3.70
H 4.49 5.61 1.51
H 5.29 4.48 2.67
H 2.92 3.86 0.84
H 3.63 2.70 1.96
H 5.71 3.77 0.12
H 5.31 2.15 0.58
H 3.45 2.41 -1.11
H 4.06 3.96 -1.57
H 5.51 1.28 -1.84
H 5.07 2.56 -3.18
H 6.32 2.88 -2.05
C 4.36 4.32 7.38
C 5.35 4.09 6.26
C 5.36 2.58 5.90
C 6.29 2.10 4.80
C 6.20 0.61 4.56
C 7.02 0.15 3.38
H 4.25 5.41 7.68
H 4.68 3.88 8.33
H 3.44 3.88 7.02
H 5.13 4.78 5.42
H 6.31 4.50 6.64
H 4.33 2.31 5.61
H 5.61 2.03 6.82
H 6.01 2.59 3.89
H 7.39 2.36 5.03
H 6.58 0.23 5.54
H 5.13 0.28 4.44
H 8.05 0.55 3.30
H 7.03 -0.96 3.48
H 6.44 0.45 2.45
C -10.20 3.92 -3.75
C -8.75 4.05 -3.30
C -7.77 3.08 -4.01
C -8.03 1.59 -3.62
C -7.34 1.27 -2.24
C -7.51 -0.16 -1.92
H -10.78 4.80 -3.27
H -10.65 3.03 -3.26
H -10.38 3.84 -4.81
H -8.47 5.07 -3.46
H -8.75 3.93 -2.20
H -6.77 3.29 -3.79
H -7.89 3.15 -5.12
H -9.07 1.33 -3.56
H -7.50 0.99 -4.38
H -6.31 1.43 -2.40
H -7.55 1.96 -1.33
H -7.18 -0.77 -2.79
H -6.89 -0.45 -1.09
H -8.56 -0.38 -1.78
C -3.84 -3.18 -3.53
C -2.30 -2.91 -3.31
C -1.63 -2.19 -4.51
C -0.15 -1.71 -4.26
C 0.50 -0.96 -5.42
C 1.73 -0.31 -4.94
H -4.16 -2.54 -4.36
H -4.39 -2.83 -2.67
H -4.08 -4.21 -3.84
H -2.21 -2.26 -2.39
H -1.81 -3.85 -3.14
H -2.30 -1.32 -4.71
H -1.71 -2.72 -5.46
H -0.11 -1.09 -3.42
H 0.43 -2.65 -4.16
H 0.66 -1.73 -6.20
H -0.19 -0.26 -5.85
H 1.57 0.27 -3.94
H 2.48 -1.06 -4.76
H 2.20 0.46 -5.58
C 5.29 -4.07 4.65
C 5.14 -2.94 5.67
C 4.69 -3.47 7.01
C 4.60 -2.33 8.04
C 3.82 -2.59 9.34
C 2.33 -2.77 9.03
H 5.50 -3.80 3.60
H 4.38 -4.63 4.57
H 6.07 -4.68 5.01
H 6.14 -2.44 5.84
H 4.54 -2.09 5.40
H 5.29 -4.29 7.48
H 3.69 -3.88 6.88
H 5.66 -2.06 8.28
H 4.26 -1.42 7.57
H 4.13 -3.51 9.84
H 3.91 -1.79 10.10
H 1.96 -1.90 8.57
H 2.20 -3.60 8.36
H 1.69 -2.97 9.89
C -2.40 0.15 -1.03
C -1.24 -0.54 -0.28
C 0.06 0.16 -0.05
C 0.90 -0.74 0.94
C 2.33 -0.26 1.14
C 3.22 -0.40 -0.16
H -2.08 0.45 -2.07
H -2.68 1.10 -0.61
H -3.29 -0.45 -1.04
H -1.60 -0.64 0.79
H -1.04 -1.59 -0.70
H -0.17 1.11 0.48
H 0.64 0.25 -0.91
H 0.40 -0.78 1.91
H 0.87 -1.71 0.52
H 2.30 0.76 1.42
H 2.70 -0.75 2.03
H 3.08 -1.39 -0.55
H 2.84 0.35 -0.88
H 4.27 -0.18 0.06
C 2.86 -6.94 -5.91
C 3.96 -5.99 -5.59
C 3.53 -4.79 -4.64
C 4.59 -3.70 -4.51
C 4.31 -2.81 -3.31
C 5.21 -1.53 -3.28
H 3.02 -7.58 -6.84
H 1.95 -6.34 -6.02
H 2.70 -7.60 -5.07
H 4.85 -6.46 -5.05
H 4.37 -5.52 -6.45
H 3.38 -5.24 -3.66
H 2.57 -4.41 -4.99
H 5.50 -4.24 -4.32
H 4.71 -3.19 -5.46
H 3.26 -2.51 -3.36
H 4.44 -3.42 -2.42
H 4.87 -0.93 -2.45
H 6.28 -1.79 -3.19
H 5.04 -1.07 -4.23
C 1.54 -5.24 -0.30
C 0.74 -6.62 -0.31
C 0.04 -6.75 -1.63
C -0.63 -8.10 -1.83
C -1.61 -8.27 -3.04
C -0.99 -7.82 -4.33
H 1.82 -4.98 0.72
H 0.80 -4.47 -0.60
H 2.46 -5.19 -0.88
H 1.52 -7.42 -0.34
H 0.05 -6.81 0.53
H 0.80 -6.57 -2.46
H -0.74 -5.93 -1.67
H 0.10 -8.96 -1.92
H -1.13 -8.47 -0.92
H -1.97 -9.36 -2.95
H -2.59 -7.77 -2.81
H -1.68 -8.10 -5.12
H -0.78 -6.79 -4.37
H -0.08 -8.38 -4.50
```

Properties
Lowest unoccupied orbital energy = 0.6337 eV
Energy relative to the best compared isomer or geometry (same formula, charge and spin) = 308.80 kJ/mol